No. 1
Below is a structure of composition C27H42Cl2NPY in a non-equilibrium geometry, with properties calculated with ωB97M-V/def2-TZVPD.

Last column: Mulliken charge in e.
CARTESIAN COORDINATES (ANGSTROEM)
1 P -1.557 -0.343 -2.621  0.041
2 C -1.057 -1.998 -3.285  0.130
3 C -1.931 -2.601 -4.391  -0.428
4 C -1.550 -4.074 -4.581  -0.901
5 C -0.049 -4.266 -4.840  -0.667
6 C 0.845 -3.518 -3.845  -0.938
7 C 0.433 -2.052 -3.665  -0.784
8 C -1.123 0.964 -3.852  0.191
9 C -1.586 0.726 -5.290  -0.661
10 C -1.280 1.969 -6.140  -0.901
11 C 0.182 2.423 -6.034  -0.646
12 C 0.703 2.507 -4.595  -0.892
13 C 0.389 1.255 -3.770  -0.741
14 C -3.395 -0.352 -2.390  0.481
15 C -3.759 -1.447 -1.367  -0.517
16 C -5.207 -1.345 -0.862  -0.954
17 C -5.575 0.055 -0.359  -0.671
18 C -5.255 1.134 -1.398  -0.886
19 C -3.815 1.056 -1.926  -0.977
20 H -1.191 -2.635 -2.386  0.475
21 H -1.776 -2.057 -5.335  0.099
22 H -2.997 -2.516 -4.135  0.267
23 H -2.129 -4.501 -5.408  0.373
24 H -1.833 -4.630 -3.677  0.377
25 H 0.194 -5.333 -4.795  0.385
26 H 0.180 -3.928 -5.858  0.307
27 H 0.776 -3.996 -2.859  0.383
28 H 1.892 -3.571 -4.156  0.388
29 H 1.062 -1.584 -2.892  0.330
30 H 0.600 -1.510 -4.610  0.209
31 H -1.660 1.865 -3.499  0.518
32 H -1.936 2.788 -5.818  0.375
33 H -2.665 0.510 -5.310  0.269
34 H -1.065 -0.143 -5.716  0.146
35 H -1.527 1.766 -7.189  0.384
36 H 0.289 3.409 -6.502  0.374
37 H 0.809 1.727 -6.610  0.285
38 H 1.782 2.686 -4.588  0.423
39 H 0.234 3.360 -4.087  0.375
40 H 0.709 1.401 -2.726  0.271
41 H 0.959 0.401 -4.162  0.148
42 H -3.829 -0.586 -3.383  0.423
43 H -3.592 -2.442 -1.806  0.249
44 H -3.079 -1.366 -0.501  0.100
45 H -5.877 -1.621 -1.685  0.366
46 H -5.355 -2.081 -0.063  0.376
47 H -5.030 0.269 0.570  0.346
48 H -6.644 0.086 -0.111  0.331
49 H -5.415 2.128 -0.966  0.381
50 H -5.943 1.038 -2.247  0.365
51 H -3.680 1.773 -2.747  0.265
52 H -3.139 1.366 -1.114  0.362
53 Y 0.888 0.171 1.712  0.952
54 Cl -0.167 2.313 1.060  -0.610
55 Cl -0.751 -1.654 1.559  -0.591
56 C 2.468 -0.539 0.141  -0.577
57 H 2.640 -1.604 -0.073  0.115
58 C 3.371 0.291 -0.545  0.724
59 C 3.233 1.746 -0.553  -0.211
60 C 4.251 2.549 -1.051  -0.732
61 C 5.410 1.981 -1.610  -0.411
62 C 5.533 0.579 -1.709  -0.369
63 C 4.533 -0.249 -1.217  -0.646
64 H 2.316 2.182 -0.128  0.025
65 H 4.157 3.637 -1.004  0.321
66 H 6.424 0.141 -2.170  0.322
67 H 4.619 -1.341 -1.273  0.267
68 H 6.215 2.618 -1.974  0.326
69 C 1.596 0.539 6.509  -0.885
70 C 1.557 0.432 5.075  0.469
71 N 1.496 0.351 3.915  -0.328
72 H 1.102 -0.331 6.966  0.277
73 H 1.074 1.453 6.829  0.277
74 H 2.641 0.581 6.848  0.278

Output
Total energy (Ha): -2408.97185
Net charge: -1
Kohn-Sham gap (alpha / beta) (eV): 3.329 / 3.330
Highest occupied orbital energy (alpha / beta) (eV): -1.52 / -1.52
Energy above the lowest of the compared OMol25 structures with the same formula, charge and spin (kcal per mole): 0.0

=====

No. 2
Below is a structure of composition C27H42Cl3CoN4O3SSi in a non-equilibrium geometry, with properties calculated with ωB97M-V/def2-TZVPD.

Last column: Mulliken spin population.
CARTESIAN COORDINATES (ANGSTROEM)
1 C -1.277 -2.045 -2.779  0.000
2 C -0.808 -3.049 -1.777  -0.001
3 H -0.958 -2.306 -3.793  0.000
4 H -0.879 -1.046 -2.539  0.004
5 H -2.376 -1.955 -2.786  0.000
6 C -0.335 -4.264 -2.101  -0.002
7 C -0.230 -4.833 -3.481  0.000
8 H -0.025 -4.954 -1.314  0.001
9 H -0.477 -4.116 -4.273  0.000
10 H -0.898 -5.701 -3.601  0.000
11 H 0.786 -5.207 -3.668  0.000
12 Co -0.235 0.239 0.162  2.747
13 Cl -2.408 0.441 0.574  0.079
14 Cl 0.001 1.218 -1.836  0.081
15 H 0.753 4.474 3.784  0.000
16 H -1.227 5.462 2.657  0.000
17 C 1.167 4.178 2.811  0.002
18 C -0.813 5.149 1.690  0.000
19 N 0.075 4.006 1.864  -0.001
20 H 1.747 3.259 2.909  -0.002
21 C -0.129 2.895 1.153  -0.004
22 O 0.461 1.789 1.356  0.032
23 H -1.625 4.850 1.022  0.000
24 H -0.880 2.992 0.356  0.000
25 H 1.817 4.999 2.476  0.000
26 H -0.279 6.003 1.254  0.000
27 H 1.600 -1.676 -2.768  0.000
28 H 2.545 -3.754 -1.577  0.000
29 C 2.440 -1.087 -2.367  0.001
30 C 3.387 -3.096 -1.305  0.000
31 N 2.947 -1.720 -1.171  0.002
32 H 2.093 -0.074 -2.142  0.000
33 C 3.103 -1.050 -0.004  0.001
34 O 2.544 0.012 0.285  0.004
35 H 3.812 -3.425 -0.348  0.000
36 H 3.794 -1.575 0.688  -0.001
37 H 3.232 -1.054 -3.134  0.000
38 H 4.156 -3.179 -2.089  0.000
39 O 0.051 -1.699 0.061  0.032
40 C -0.927 -2.597 -0.308  0.009
41 C 0.242 -4.346 1.099  0.002
42 C -0.951 -3.766 0.686  0.003
43 H 1.163 -4.043 0.598  -0.001
44 C 0.238 -5.308 2.115  0.000
45 H -1.911 -2.100 -0.249  0.000
46 C -2.167 -4.271 1.142  -0.001
47 H 1.189 -5.668 2.511  0.000
48 C -0.981 -5.812 2.582  0.000
49 C -2.185 -5.331 2.053  0.000
50 H -3.084 -3.840 0.737  0.000
51 H -0.991 -6.590 3.350  0.000
52 H -3.136 -5.777 2.350  0.000
53 Si -0.262 4.762 -4.968  -0.001
54 Cl -0.515 3.264 -6.399  0.000
55 C 1.568 4.804 -4.596  -0.001
56 C -1.338 4.245 -3.536  -0.005
57 C -0.823 6.373 -5.747  0.000
58 H 1.912 3.824 -4.239  0.001
59 H 1.787 5.554 -3.825  0.000
60 H 2.139 5.060 -5.499  0.000
61 H -0.215 6.619 -6.628  0.000
62 H -0.731 7.198 -5.028  0.000
63 H -1.872 6.314 -6.067  0.000
64 H -1.020 3.272 -3.132  0.005
65 H -2.385 4.158 -3.862  0.000
66 H -1.287 4.987 -2.727  0.000
67 N 1.479 -2.176 2.769  -0.002
68 C 0.684 -1.431 3.546  -0.002
69 N -0.130 -0.512 3.079  0.008
70 C -0.793 0.143 4.078  -0.002
71 C -1.697 1.200 3.915  -0.001
72 C -2.189 1.872 5.024  -0.002
73 C -1.906 1.424 6.321  0.000
74 C -1.071 0.312 6.513  0.000
75 C -0.489 -0.293 5.404  0.001
76 S 0.690 -1.587 5.327  0.001
77 H 1.970 -2.955 3.188  0.001
78 H 1.348 -2.095 1.757  0.005
79 H -1.991 1.425 2.892  0.005
80 H -2.817 2.749 4.864  0.000
81 H -2.345 1.936 7.171  0.000
82 H -0.850 -0.101 7.490  0.000

Output
Expectation value of S²: 3.7561
2S+1: 4
Total energy (Ha): -4950.07940
Net charge: -1
Kohn-Sham gap (alpha / beta) (eV): 7.434 / 7.345
Highest occupied orbital energy (alpha / beta) (eV): -5.00 / -4.91
Energy above the lowest of the compared OMol25 structures with the same formula, charge and spin (kcal per mole): 0.0

=====

No. 3
Below is the ion C27H42NO with charge +1 in a non-equilibrium geometry, with properties calculated with ωB97M-V/def2-TZVPD.

Last column: natural (NBO) charge in e.
CARTESIAN COORDINATES (ANGSTROEM)
1 C 2.721 4.188 -1.433  -0.612
2 C 3.603 2.945 -1.456  -0.386
3 C 2.932 1.706 -2.088  -0.081
4 C 2.813 1.912 -3.601  -0.610
5 C 3.835 0.483 -1.852  -0.589
6 C 1.589 1.450 -1.428  -0.030
7 C 0.398 1.377 -2.129  -0.238
8 C -0.789 1.102 -1.470  -0.254
9 C -0.828 0.917 -0.096  0.247
10 O -1.982 0.561 0.565  -0.543
11 C -3.242 0.865 0.002  -0.063
12 C -3.828 -0.286 -0.825  -0.434
13 C -3.859 -1.604 -0.032  -0.413
14 C -3.050 -2.742 -0.677  -0.216
15 N -1.623 -2.663 -0.379  -0.271
16 C -0.836 -2.009 -1.246  0.091
17 C 0.521 -1.913 -1.055  -0.207
18 C 1.084 -2.551 0.037  -0.098
19 C 0.274 -3.242 0.932  -0.010
20 C 0.884 -3.970 2.084  -0.646
21 C -1.112 -3.251 0.723  0.285
22 C -2.016 -3.941 1.684  -0.676
23 C 0.352 1.063 0.657  0.039
24 C 0.330 1.053 2.181  -0.103
25 C -0.149 -0.312 2.696  -0.592
26 C 1.712 1.299 2.797  -0.611
27 C -0.638 2.148 2.685  -0.391
28 C -0.369 3.535 2.112  -0.612
29 C 1.524 1.296 -0.043  -0.171
30 H 2.458 4.504 -2.439  0.206
31 H 3.251 5.007 -0.953  0.221
32 H 1.803 4.003 -0.879  0.205
33 H 3.904 2.712 -0.433  0.197
34 H 4.514 3.163 -2.016  0.212
35 H 2.416 1.024 -4.088  0.205
36 H 2.176 2.758 -3.839  0.214
37 H 3.799 2.106 -4.017  0.222
38 H 3.946 0.269 -0.792  0.203
39 H 4.823 0.667 -2.266  0.221
40 H 3.422 -0.398 -2.342  0.196
41 H 0.364 1.532 -3.194  0.225
42 H -1.696 1.062 -2.053  0.207
43 H -3.897 1.052 0.860  0.200
44 H -3.195 1.780 -0.596  0.199
45 H -4.839 0.003 -1.113  0.235
46 H -3.258 -0.410 -1.746  0.193
47 H -3.477 -1.410 0.971  0.220
48 H -4.888 -1.948 0.064  0.235
49 H -3.424 -3.708 -0.336  0.231
50 H -3.174 -2.706 -1.761  0.227
51 H -1.308 -1.575 -2.112  0.237
52 H 1.123 -1.356 -1.753  0.262
53 H 2.151 -2.516 0.193  0.240
54 H 0.580 -3.530 3.033  0.240
55 H 1.968 -3.928 2.026  0.239
56 H 0.580 -5.015 2.086  0.238
57 H -1.548 -4.005 2.661  0.255
58 H -2.966 -3.430 1.802  0.243
59 H -2.215 -4.961 1.350  0.253
60 H -0.237 -0.285 3.779  0.216
61 H -1.116 -0.571 2.277  0.213
62 H 0.574 -1.079 2.426  0.187
63 H 2.122 2.258 2.497  0.216
64 H 2.412 0.512 2.524  0.204
65 H 1.621 1.300 3.881  0.222
66 H -0.563 2.192 3.773  0.207
67 H -1.659 1.857 2.440  0.211
68 H -0.436 3.529 1.026  0.202
69 H 0.616 3.897 2.391  0.206
70 H -1.105 4.238 2.494  0.221
71 H 2.439 1.400 0.512  0.211

Output
SMILES string: CCC(C)(C)c1ccc(OCCCC[n+]2cccc(C)c2C)c(C(C)(C)CC)c1
Total energy (Ha): -1183.82524
Net charge: +1
Kohn-Sham gap (eV): 7.532
Highest occupied orbital energy (eV): -10.98
Energy above the lowest of the compared OMol25 structures with the same formula, charge and spin (kcal per mole): 0.0

=====

No. 4
Below is a structure of composition C27H43AuGe2N3O in a non-equilibrium geometry, with properties calculated with ωB97M-V/def2-TZVPD.

Last column: Mulliken spin population.
CARTESIAN COORDINATES (ANGSTROEM)
1 Au 0.225 0.141 -0.243  0.365
2 O -1.932 0.931 0.771  -0.027
3 C -2.432 2.146 0.193  0.004
4 C -1.627 3.385 0.570  -0.004
5 C -0.129 3.285 0.226  0.002
6 C 0.103 3.132 -1.242  0.006
7 C 0.309 4.237 -2.069  0.009
8 C 0.435 4.054 -3.435  -0.005
9 C 0.339 2.768 -3.954  0.014
10 C 0.165 1.721 -3.071  -0.005
11 N 0.068 1.906 -1.759  0.105
12 H -1.967 1.040 1.731  0.000
13 H -3.470 2.283 0.510  0.001
14 H -2.406 1.983 -0.886  -0.004
15 H -1.714 3.570 1.643  0.000
16 H -2.069 4.233 0.044  0.000
17 H 0.311 2.426 0.743  0.001
18 H 0.360 4.190 0.581  -0.002
19 H 0.377 5.223 -1.637  0.002
20 H 0.602 4.903 -4.081  0.000
21 H 0.401 2.582 -5.014  0.002
22 H 0.092 0.698 -3.419  0.002
23 C 3.541 -2.012 -3.626  0.003
24 C 2.531 -0.988 -3.160  0.032
25 Ge 1.585 -1.596 -1.444  0.209
26 C 3.049 -2.354 -0.239  0.034
27 C 2.542 -3.075 0.983  0.028
28 C 0.428 -3.120 -1.885  0.148
29 C -0.883 -3.298 -1.631  0.070
30 Ge -1.867 -1.872 -0.508  0.225
31 C -1.991 -2.327 1.479  -0.004
32 C -3.052 -3.382 1.757  0.010
33 C -3.341 -0.819 -1.469  0.006
34 C -4.426 -1.686 -2.077  0.004
35 C -1.648 -4.441 -2.076  0.258
36 C -2.962 -4.640 -1.606  0.059
37 C -3.716 -5.719 -2.003  0.058
38 C -3.176 -6.645 -2.900  0.200
39 C -1.876 -6.474 -3.376  0.023
40 C -1.124 -5.390 -2.983  0.098
41 H 3.949 -1.689 -4.586  0.004
42 H 3.084 -2.986 -3.793  0.000
43 H 4.382 -2.112 -2.943  -0.001
44 H 1.758 -0.846 -3.914  -0.001
45 H 3.006 -0.031 -2.949  0.001
46 H 3.704 -1.526 0.025  -0.001
47 H 3.591 -3.041 -0.891  0.003
48 H 1.960 -2.421 1.629  -0.001
49 H 3.397 -3.434 1.555  0.003
50 H 1.941 -3.939 0.709  -0.003
51 H 0.985 -3.914 -2.378  0.021
52 H -2.239 -1.397 1.986  -0.001
53 H -1.012 -2.663 1.820  0.007
54 H -4.028 -3.076 1.378  -0.001
55 H -3.146 -3.508 2.836  0.004
56 H -2.782 -4.348 1.333  -0.002
57 H -2.853 -0.219 -2.237  -0.002
58 H -3.760 -0.155 -0.716  0.000
59 H -4.036 -2.385 -2.816  0.003
60 H -5.141 -1.038 -2.585  0.002
61 H -4.974 -2.235 -1.314  0.000
62 H -3.378 -3.928 -0.900  0.012
63 H -4.719 -5.852 -1.629  0.003
64 H -3.768 -7.486 -3.229  -0.003
65 H -1.450 -7.197 -4.054  0.006
66 H -0.126 -5.276 -3.372  0.000
67 C 2.638 0.407 4.946  -0.001
68 N 3.095 0.188 3.591  0.003
69 C 4.521 0.045 3.392  0.000
70 C 2.267 0.118 2.614  0.009
71 N 1.509 0.005 1.741  0.010
72 H 2.956 -0.419 5.586  0.000
73 H 1.555 0.487 4.978  0.000
74 H 3.081 1.323 5.344  0.000
75 H 4.901 -0.788 3.988  0.000
76 H 5.035 0.951 3.725  0.000
77 H 4.751 -0.132 2.344  0.000

Output
Expectation value of S²: 2.0440
2S+1: 3
Total energy (Ha): -5582.58101
Net charge: +3
Kohn-Sham gap (alpha / beta) (eV): 7.231 / 4.877
Highest occupied orbital energy (alpha / beta) (eV): -16.69 / -16.82
Energy above the lowest of the compared OMol25 structures with the same formula, charge and spin (kcal per mole): 22.6